No. 1
ORCA calculation (ωB97M-V/def2-TZVPD) on a structure of composition C24H63CrO22S7.

Gap between HOMO and LUMO (spin up / spin down): 7.90 / 8.08 eV
LUMO level (spin up / spin down): -1.663 / -1.658 eV
Total energy: -175211.1517 eV
<S²>: 6.01
Total charge: +1
Strongest force on any atom: 4.3 eV Å⁻¹
HOMO (spin up / spin down): -0.35132 / -0.35793 hartree
Spin multiplicity: 5

The geometry in XYZ format:
```
117
Properties=species:S:1:pos:R:3:forces:R:3
Cr -0.60893 -0.18562 -0.05952 1.5 -2.3 -0.3
C 0.32569 -4.26771 -0.28209 -0.3 0.4 -0.7
C 1.30410 -3.12323 0.02275 0.5 1.0 0.5
C 2.61983 -3.30120 -0.72980 0.3 0.1 -0.8
O 0.75852 -1.82284 -0.10306 -0.5 0.2 -0.3
H 0.64520 -5.30947 -0.25464 0.7 0.1 0.8
H 0.05968 -4.21561 -1.33785 -0.4 0.5 -0.2
H -0.57730 -4.16514 0.31973 0.1 0.0 -0.1
H 1.70323 -3.28780 1.02361 -0.6 0.1 0.9
H 2.47193 -3.48414 -1.79412 -0.1 -0.6 -0.1
H 3.19808 -4.07513 -0.22508 -0.1 -0.5 -0.4
H 3.32281 -2.46865 -0.75751 -0.4 0.6 0.5
O -1.31779 -0.75379 -2.28426 -0.9 -1.5 -3.3
S -1.68492 -1.30636 -3.61645 1.2 -0.3 0.2
O -2.80590 -0.72695 -4.36373 2.4 -0.8 1.1
O -0.27718 -1.33461 -4.57839 -3.5 0.5 -0.5
C 0.93731 -1.61771 -3.96062 1.6 1.4 1.0
C 2.14666 -1.50107 -4.89751 -1.0 -0.4 -0.9
C -1.86991 -3.15430 -3.59563 -0.5 1.6 0.1
H 0.99400 -2.62359 -3.54456 -0.3 0.0 0.3
H 1.01810 -0.84875 -3.19233 0.4 -0.5 0.6
H 2.20873 -0.68181 -5.61379 -0.5 0.4 0.6
H 2.04586 -2.33630 -5.59057 0.7 -0.5 0.2
H 3.04263 -1.48934 -4.27687 0.0 -0.4 -0.2
H -1.67781 -3.46048 -4.62396 0.3 0.0 0.2
H -2.92184 -3.35058 -3.38825 0.2 0.0 0.4
H -1.18714 -3.51249 -2.82517 -0.2 -0.2 -0.2
O -2.63324 -3.63476 1.90888 -0.6 1.6 -1.2
S -3.01714 -2.80766 0.77229 0.3 -1.4 -2.2
O -2.25077 -1.60709 0.40190 -2.4 -2.3 0.7
O -2.91025 -3.76572 -0.61866 -0.4 1.5 1.6
C -3.64731 -5.01174 -0.66922 1.3 -1.2 -0.1
C -2.82642 -6.16438 -0.01881 -0.3 0.3 -0.1
C -4.87848 -2.60893 0.66968 0.9 0.3 0.7
H -3.80862 -5.18387 -1.73339 0.3 0.0 -0.1
H -4.66148 -4.98287 -0.27080 0.2 0.4 0.4
H -3.25270 -7.12955 -0.29237 -0.5 0.0 0.4
H -2.77990 -5.99495 1.05693 -0.3 -0.4 0.0
H -1.78388 -6.29020 -0.31098 0.0 0.7 -0.5
H -5.33476 -3.47346 1.15186 0.3 0.0 0.1
H -5.18076 -2.59696 -0.37750 0.4 0.3 0.1
H -5.16544 -1.71403 1.22185 0.1 0.0 -0.2
O -1.69670 4.09321 1.72449 2.1 -2.5 -0.3
S -0.56363 3.12546 1.76507 -0.1 0.0 -0.5
O -0.55837 1.85490 1.00339 -0.2 3.9 1.9
O 0.78033 3.91415 1.29490 -0.6 -1.0 -0.1
C 0.91972 5.32848 1.52785 -1.2 1.0 0.4
C 2.14827 5.65292 2.33605 0.1 -0.1 -0.4
C -0.13262 2.87676 3.50606 -0.4 -0.1 -0.6
H 0.08844 5.67907 2.13955 -0.4 -0.1 -0.2
H 0.79245 5.83092 0.56896 0.4 -0.1 -0.1
H 2.33942 6.72170 2.43239 -0.4 0.1 -0.3
H 3.03024 5.24487 1.84235 0.1 -0.4 0.6
H 1.90198 5.31409 3.34234 0.9 -0.4 0.0
H -0.31350 3.87677 3.90022 0.0 -0.2 0.4
H 0.89275 2.53931 3.65723 0.0 0.2 -0.6
H -0.76307 2.10267 3.94358 -0.3 0.4 -0.1
O -2.01068 -1.24953 4.38817 1.7 1.4 -1.3
S -0.79445 -0.98225 3.61073 0.8 -2.7 0.0
O -0.82516 -0.48307 2.22649 -0.2 -0.1 3.4
O 0.28470 -0.07162 4.47868 -2.3 -0.5 -3.4
C 0.32418 -0.12704 5.85309 0.9 -0.2 2.3
C 1.20313 1.06273 6.19104 0.1 -0.1 0.8
C 0.18661 -2.56655 3.57202 -0.7 1.7 -1.0
H 0.77657 -1.04912 6.21808 0.8 -0.2 -0.4
H -0.59526 -0.24328 6.42687 -0.8 1.0 -0.7
H 0.81680 2.02986 5.86928 -0.4 -0.2 0.2
H 2.16346 0.97164 5.68351 0.1 -0.3 0.1
H 1.35348 1.07468 7.27055 0.2 0.2 0.0
H 1.02244 -2.30327 2.92381 0.3 0.0 0.3
H -0.41881 -3.26018 2.98853 -0.2 -0.1 0.5
H 0.46746 -2.87507 4.57901 -0.2 0.0 -0.2
O 3.43794 -0.89010 2.65759 -0.7 1.0 -1.1
S 3.06185 0.29508 1.90809 0.9 1.2 1.1
O 1.70651 0.60755 1.54881 1.1 -0.2 0.6
O 3.58861 1.60248 2.80105 -2.0 -1.0 -1.0
C 4.83987 1.51233 3.41181 1.6 0.8 1.1
C 5.77659 2.60050 2.88665 0.4 -0.3 -1.0
C 4.12898 0.57466 0.49468 -0.7 -0.8 1.0
H 5.27507 0.51504 3.34770 0.0 0.0 -0.3
H 4.73093 1.67832 4.48357 -0.4 0.0 0.1
H 6.73286 2.63074 3.40888 -0.2 0.0 0.3
H 5.37105 3.60988 2.81741 -0.4 -0.1 0.6
H 6.04821 2.40177 1.84991 0.0 -0.3 -0.2
H 5.12692 0.31604 0.84870 0.0 -0.2 -0.4
H 4.07605 1.63458 0.24594 -0.3 -0.3 -0.2
H 3.67893 -0.13349 -0.20108 0.5 0.2 -0.6
O -2.17737 1.09756 -0.76430 -2.2 1.8 -1.5
S -3.14226 1.84461 -1.58921 -1.0 -0.4 0.6
O -2.75207 2.67703 -2.73404 -0.5 -1.8 2.2
O -4.25668 0.67847 -1.99269 3.2 1.0 1.6
C -5.26982 0.98193 -2.88224 -1.6 0.3 -1.3
C -6.08736 -0.29097 -2.97680 0.2 -0.7 -0.9
C -4.27375 2.80706 -0.46893 1.0 0.0 -0.5
H -4.87969 1.23015 -3.86930 0.2 -0.1 -0.1
H -5.85062 1.85565 -2.58662 -0.1 0.0 0.4
H -6.41145 -0.76937 -2.05257 -0.1 0.6 0.2
H -5.42581 -1.01232 -3.45649 0.1 -0.2 0.0
H -6.92573 -0.21359 -3.66908 -0.1 0.3 0.2
H -4.87609 3.42738 -1.13262 -0.2 -0.3 0.1
H -3.73540 3.47625 0.20224 0.5 -0.1 -0.2
H -4.83929 2.11217 0.15187 0.0 -0.1 -0.4
O 0.34689 1.93373 -3.93190 1.6 -0.4 3.4
S 0.86684 2.04331 -2.54502 -0.9 1.4 -0.3
O 0.46770 1.13078 -1.44951 1.8 1.7 -2.7
O 2.54634 2.13841 -2.49477 -2.2 -1.2 1.0
C 3.26101 2.69251 -3.57782 0.7 -0.4 -2.4
C 3.53526 1.63560 -4.72039 -0.5 0.2 1.0
C 0.50810 3.78465 -1.96860 0.6 -0.4 0.1
H 4.24653 3.02602 -3.25282 -0.2 0.0 0.7
H 2.74261 3.58889 -3.91822 -0.1 -0.1 -0.4
H 4.24475 0.87308 -4.39899 0.1 0.1 0.4
H 3.97462 2.03623 -5.63394 -0.3 0.4 0.1
H 2.62063 1.07938 -4.92577 0.0 0.5 -0.3
H 0.60730 4.47696 -2.80464 0.0 -0.3 -0.2
H 1.24605 4.04393 -1.20945 0.2 -0.3 -0.1
H -0.45456 3.94720 -1.48388 -0.2 -0.7 -0.4
```
Positions in Å, forces in eV/Å.

No. 2
ORCA calculation (ωB97M-V/def2-TZVPD) on a cluster of 6 separate species, C24H63N3O9 in total.

Gap between HOMO and LUMO: 8.62 eV
LUMO level: 0.500 eV
Total energy: -48792.9927 eV
Strongest force on any atom: 5.7 eV Å⁻¹
HOMO: -0.29847 hartree

The geometry in XYZ format:
```
99
Properties=species:S:1:pos:R:3:forces:R:3
C -2.11111 -3.95510 0.58208 1.3 -0.7 0.1
O -1.86072 -3.57541 1.94054 -0.5 -0.1 -1.3
C -1.71154 -2.14471 1.98797 -1.3 -1.2 0.8
C -2.11275 -1.75845 3.42030 1.8 -0.3 -0.2
N -0.93055 -1.80689 4.36895 -1.9 1.1 -0.9
C -1.28008 -1.18165 5.68191 1.5 -1.1 -1.0
C -2.22970 -2.07653 6.46511 -0.2 -0.8 1.5
O -1.78899 -2.24339 7.82702 0.7 0.1 -0.1
C -2.79626 -2.66060 8.75237 0.6 1.4 -0.7
H -2.92425 -3.42860 0.08238 -0.4 0.0 0.5
H -2.22877 -5.03620 0.50792 -0.4 0.0 0.4
H -1.24038 -3.76130 -0.04431 0.2 0.3 0.0
H -2.48951 -1.74110 1.33991 0.0 0.3 -0.3
H -0.73194 -1.92875 1.56154 -1.2 0.4 1.3
H -2.79981 -2.55115 3.71641 -0.5 0.3 -0.1
H -2.62326 -0.79612 3.38296 0.3 0.1 0.4
H -0.88136 -2.80200 4.53463 0.6 -0.2 0.2
H -1.52006 -0.13022 5.52363 -0.6 -0.2 0.0
H -0.28761 -1.14670 6.13121 -0.3 -0.1 0.9
H -2.23057 -3.11291 6.12746 0.3 -0.1 -1.0
H -3.28874 -1.82299 6.41747 -0.1 0.7 0.1
H -3.37577 -3.51372 8.39956 -0.2 0.1 -0.1
H -3.32434 -1.71185 8.84775 -1.2 -0.5 0.5
H -2.34077 -2.89049 9.71558 0.2 -0.1 -0.2
C -0.26340 5.77175 -0.84432 -1.0 1.0 -2.1
O 0.01122 4.75632 -0.03343 0.8 -3.1 2.5
C -0.10293 3.42811 -0.51573 1.1 -0.2 1.4
C 0.67793 2.52827 0.50015 -1.0 1.6 0.0
N 2.07629 2.84928 0.52548 1.6 -1.8 -0.2
C 2.81041 2.12550 1.62805 0.0 0.4 -1.5
C 3.71697 0.99410 1.09627 1.4 1.8 0.4
O 4.91018 1.58427 0.43086 -1.4 -1.3 -0.3
C 5.73404 0.64534 -0.31975 1.3 1.6 0.8
H 0.39327 5.75681 -1.71419 0.8 0.8 0.0
H -0.27266 6.65229 -0.20193 0.1 0.3 -0.7
H -1.21650 5.61263 -1.34871 -0.8 0.4 0.2
H 0.30972 3.30205 -1.51669 0.6 0.8 0.5
H -1.12810 3.06632 -0.59488 -0.5 0.3 0.2
H 0.36299 1.49982 0.32344 0.7 -0.2 -0.3
H 0.36910 2.73039 1.52574 -1.2 0.1 0.1
H 2.25756 3.84229 0.49134 -0.2 -0.2 0.2
H 2.03491 1.68853 2.25714 0.2 -0.1 0.4
H 3.39463 2.85326 2.19121 0.0 -0.1 0.1
H 3.16431 0.26076 0.50900 -0.8 3.0 1.1
H 4.18965 0.33859 1.82768 -0.4 0.1 0.9
H 6.00410 -0.27559 0.19706 -0.3 0.8 0.4
H 6.66427 1.19995 -0.44298 0.1 0.1 0.0
H 5.37667 0.45450 -1.33165 0.8 -0.1 1.0
C 3.80981 0.32734 -2.21081 0.3 2.2 -3.5
O 2.68817 0.76626 -3.01716 -1.0 -0.9 1.5
C 1.46190 0.27760 -2.46922 -0.1 0.6 -2.1
C 0.44142 0.02293 -3.66391 0.4 -0.1 1.0
N -0.11127 1.24016 -4.23220 0.6 0.4 1.4
C -0.84969 1.97325 -3.20216 -1.0 1.5 -1.6
C -1.67581 3.16004 -3.86928 1.0 -2.1 -1.4
O -2.96283 2.72834 -4.30013 -1.6 0.2 1.2
C -3.08007 1.62135 -5.15247 -0.4 -0.6 0.4
H 3.92800 -0.74251 -2.38271 0.9 1.9 -0.4
H 3.79764 0.56563 -1.14725 -1.0 0.8 -1.3
H 4.63041 0.81421 -2.73776 0.1 0.6 0.3
H 1.11427 0.91835 -1.65886 0.0 0.8 -0.4
H 1.50025 -0.64710 -1.89341 0.1 0.1 -0.8
H -0.32571 -0.63562 -3.25658 -0.4 0.1 0.1
H 0.94365 -0.62213 -4.38485 0.3 0.5 -0.2
H -0.50668 1.22451 -5.16145 -0.1 -0.3 0.4
H -0.19697 2.32775 -2.40442 0.0 -0.4 -1.2
H -1.60513 1.40747 -2.65691 -0.1 -0.6 -0.2
H -1.30188 3.36358 -4.87270 1.5 0.7 0.3
H -1.72685 4.06954 -3.27069 -0.4 -0.2 0.0
H -2.56469 1.67327 -6.11153 0.3 0.4 -0.1
H -4.13846 1.46473 -5.36074 -0.1 0.5 -0.1
H -2.80723 0.68034 -4.67480 0.5 0.0 0.2
C 5.01164 -2.16160 0.03246 0.3 -0.1 0.5
C 3.62044 -1.59350 -0.20633 0.3 -1.8 -1.0
O 3.34798 -1.82750 -1.60535 -1.2 -4.9 2.5
H 5.67953 -1.64907 -0.65987 0.1 -0.7 0.1
H 5.19252 -3.23489 -0.02609 -0.9 -0.2 -0.8
H 5.34503 -2.02727 1.06149 0.0 0.7 0.1
H 3.48202 -0.52249 -0.05849 1.5 -2.9 -1.2
H 2.86343 -2.01834 0.45286 0.3 -0.6 0.0
H 2.42128 -1.63621 -1.76740 0.2 -0.4 -0.2
C -4.55339 -1.15570 -3.03239 -1.4 -0.2 0.2
C -4.12504 -0.89801 -1.58765 -0.4 -1.2 -1.6
O -3.14301 0.08220 -1.71330 0.5 0.9 1.4
H -3.73221 -1.13831 -3.74896 0.1 -0.4 0.3
H -5.22962 -0.35377 -3.32855 0.0 0.2 -0.1
H -5.16520 -2.05299 -3.12548 0.2 -0.2 -0.1
H -3.69974 -1.80441 -1.15679 0.4 0.1 0.0
H -4.97798 -0.70132 -0.93811 0.0 0.6 0.0
H -3.54140 0.84988 -2.12990 0.0 0.3 -0.1
C 0.63864 -1.28663 0.14020 0.4 1.1 -1.2
C -0.55535 -0.80838 -0.68387 -0.6 -0.4 -0.1
O -1.01374 -1.82286 -1.55549 -0.1 -1.2 0.3
H 1.07807 -0.31230 0.35395 0.6 -0.2 0.7
H 1.39184 -1.82086 -0.43892 -0.9 -0.1 0.0
H 0.47154 -1.85613 1.05445 0.6 0.3 -0.7
H -0.36272 0.01184 -1.37542 0.4 0.2 0.9
H -1.32577 -0.41461 -0.02093 -0.2 -0.3 0.1
H -1.94683 -1.71475 -1.75363 0.1 0.3 0.0
```
Positions in Å, forces in eV/Å.